one:
12
Properties=species:S:1:pos:R:3 method="wB97M-V/def2-TZVPD" homo_ha=-0.31752 lumo_energy_ev=-1.560
C -0.774 -0.495 -0.072
C 1.318 0.118 -0.504
H -3.225 0.991 2.212
H -0.483 -2.508 -0.823
H 3.283 0.492 -0.697
H 0.162 1.289 0.900
N -1.927 -0.469 0.350
N -0.352 -0.719 -1.448
N 1.157 -0.786 -1.385
N 0.358 0.311 0.334
O 2.443 0.899 -0.317
S -1.960 0.876 1.450


two:
12
Properties=species:S:1:pos:R:3 method="wB97M-V/def2-TZVPD" smiles="Cn1nnc(=O)n1S" homo_ha=-0.34202 lumo_energy_ev=0.152
C -0.508 0.838 1.515
C -0.109 -1.048 -1.491
H -1.343 1.522 1.630
H 0.440 1.279 1.807
H -0.737 -0.043 2.149
H 2.626 -0.080 -1.049
N -0.451 0.449 0.083
N -1.555 0.366 -0.653
N -1.414 -0.448 -1.611
N 0.443 -0.485 -0.305
O 0.488 -1.811 -2.183
S 2.120 -0.539 0.107


three:
12
Properties=species:S:1:pos:R:3 method="wB97M-V/def2-TZVPD" smiles="Nc1nc(=S)on1N" homo_ha=-0.30926 lumo_energy_ev=-0.072
C -1.025 -0.715 0.051
C 0.974 -0.160 -0.210
H -3.048 -1.069 0.207
H -1.980 -2.424 0.344
H -1.940 2.302 -0.360
H -1.199 2.192 1.102
N -2.155 -1.448 0.083
N 0.174 -1.242 -0.114
N -1.114 0.619 -0.377
N -1.821 1.591 0.415
O 0.215 1.020 -0.435
S 2.573 -0.034 0.193


Q: Which of them is the least stable? A: one.


one:
12
Properties=species:S:1:pos:R:3 method="wB97M-V/def2-TZVPD" smiles="O/N=c1/cn[nH]n1S" homo_ha=-0.30250 lumo_energy_ev=0.364
C -0.099 -0.881 -0.053
C -1.504 -1.188 -0.360
H 2.763 -1.668 0.089
H -1.879 -2.070 -0.856
H -1.777 1.711 0.248
H 1.714 1.893 0.632
N 0.911 -1.653 -0.245
N -2.260 -0.220 -0.015
N -1.529 0.772 0.551
N -0.172 0.442 0.418
O 2.047 -1.015 0.439
S 0.860 1.580 -0.382


two:
12
Properties=species:S:1:pos:R:3 method="wB97M-V/def2-TZVPD" smiles="Cn1nnc(=O)n1S" homo_ha=-0.35157 lumo_energy_ev=-0.584
C -1.597 0.225 -1.703
C 1.297 -0.522 0.409
H -1.181 0.654 -2.675
H -2.305 0.832 -1.300
H -2.181 -0.811 -1.729
H -1.374 2.118 1.596
N -0.322 0.357 -1.008
N 0.685 -0.133 -1.664
N 1.690 -0.594 -0.878
N -0.068 0.239 0.370
O 1.902 -0.909 1.320
S -1.267 0.449 1.473


Q: Which of them is the least stable? A: two.